No. 1
Formula: C19H18BFN4O3
Source: OMol25
Level of theory: ωB97M-V/def2-TZVPD

Last column: natural (NBO) charge in e.
Positions of all 46 atoms, in Å:
1 C 0.089 0.997 3.217  -0.411
2 N -0.085 -0.120 2.333  -0.390
3 C -0.695 -1.342 2.839  -0.275
4 C -2.186 -1.145 2.946  0.002
5 C -2.993 -1.073 1.822  -0.206
6 C -4.360 -0.947 1.977  -0.190
7 C -4.927 -0.756 3.197  -0.219
8 C -4.140 -0.821 4.320  -0.173
9 C -2.795 -1.010 4.188  -0.368
10 B -2.041 -1.219 5.509  1.102
11 O -0.707 -0.999 5.580  -0.907
12 O -2.716 -1.622 6.629  -0.892
13 C 0.179 -0.036 0.975  0.587
14 N 0.678 1.121 0.485  -0.504
15 C 0.968 1.085 -0.793  0.143
16 C 0.758 0.015 -1.629  -0.321
17 C 1.407 -0.067 -2.934  0.684
18 O 1.560 -1.158 -3.456  -0.607
19 N 1.937 1.111 -3.494  -0.615
20 C 2.662 1.201 -4.701  0.144
21 C 2.642 2.385 -5.423  -0.235
22 C 3.337 2.523 -6.588  -0.268
23 C 4.052 1.444 -7.100  0.378
24 F 4.610 1.509 -8.329  -0.325
25 C 4.033 0.217 -6.417  -0.252
26 C 3.339 0.102 -5.223  -0.225
27 C 0.154 -1.065 -1.039  0.163
28 N -0.133 -1.127 0.230  -0.515
29 H 0.110 1.935 2.655  0.232
30 H -0.777 1.087 3.879  0.213
31 H 1.063 0.903 3.731  0.196
32 H -0.437 -2.181 2.162  0.249
33 H -0.235 -1.619 3.825  0.245
34 H -2.552 -1.219 0.848  0.226
35 H -4.952 -0.955 1.116  0.207
36 H -5.985 -0.675 3.307  0.210
37 H -4.569 -0.669 5.300  0.221
38 H -0.198 -1.207 6.394  0.496
39 H -2.170 -1.824 7.448  0.490
40 H 1.364 1.992 -1.195  0.176
41 H 1.578 1.986 -3.126  0.395
42 H 1.999 3.213 -5.151  0.212
43 H 3.276 3.406 -7.191  0.227
44 H 4.585 -0.593 -6.853  0.227
45 H 3.287 -0.823 -4.662  0.259
46 H -0.012 -1.960 -1.606  0.214

Properties
**Energy above the lowest of the compared OMol25 structures with the same formula, charge and spin**: 15.2 kJ/mol
**HOMO-LUMO gap**: 8.3 eV
**Lowest unoccupied orbital energy**: 0.06 eV

***

No. 2
Formula: C2H2OS2
Source: OMol25
Level of theory: ωB97M-V/def2-TZVPD

Last column: natural (NBO) charge in e.
Positions of all 7 atoms, in Å:
1 O 0.414 1.472 0.000  -0.637
2 C 0.672 0.149 -0.005  0.107
3 S 2.181 -0.432 -0.011  0.053
4 C -0.499 -0.747 -0.010  -0.356
5 S -2.032 -0.231 -0.010  0.110
6 H -0.525 1.598 -0.021  0.487
7 H -0.211 -1.809 0.057  0.235

Properties
**Energy above the lowest of the compared OMol25 structures with the same formula, charge and spin**: 43.8 kJ/mol
**HOMO-LUMO gap**: 7.3 eV
**Lowest unoccupied orbital energy**: -2.06 eV

***

No. 3
Formula: C17H20BrF3N6RhS
Source: OMol25
Level of theory: ωB97M-V/def2-TZVPD

Last column: natural (NBO) charge in e.
Positions of all 49 atoms, in Å:
1 Rh 0.158 -0.165 -0.288  0.849
2 F -0.826 -3.405 4.086  -0.348
3 C -1.166 -4.155 3.010  0.984
4 F -2.476 -3.884 2.787  -0.351
5 F -1.165 -5.430 3.479  -0.355
6 C -0.304 -3.972 1.819  -0.367
7 C 0.488 -5.041 1.328  -0.319
8 C 1.240 -4.830 0.178  -0.263
9 C 1.191 -3.602 -0.450  -0.130
10 N 0.454 -2.575 0.022  -0.615
11 C -0.262 -2.743 1.143  0.111
12 S -1.070 -1.321 1.666  -0.234
13 H 0.496 -5.983 1.851  0.196
14 H 1.852 -5.623 -0.228  0.190
15 H 1.746 -3.390 -1.353  0.172
16 C -0.555 4.436 -1.075  -0.416
17 N -1.631 3.639 -1.625  -0.474
18 C -2.918 4.290 -1.458  -0.405
19 C -1.615 2.261 -1.249  0.604
20 N -1.107 1.764 -0.157  -0.700
21 N -2.186 1.473 -2.225  -0.624
22 C -2.218 0.105 -2.312  0.602
23 N -3.014 -0.367 -3.378  -0.826
24 N -1.567 -0.679 -1.511  -0.690
25 H -0.476 5.358 -1.655  0.203
26 H 0.376 3.883 -1.170  0.229
27 H -0.709 4.709 -0.021  0.176
28 H -2.865 5.283 -1.907  0.202
29 H -3.202 4.398 -0.401  0.182
30 H -3.695 3.718 -1.962  0.199
31 H -0.794 2.465 0.506  0.380
32 H -2.457 1.975 -3.056  0.411
33 H -3.852 0.173 -3.548  0.372
34 H -3.225 -1.351 -3.276  0.394
35 H -1.754 -1.667 -1.646  0.393
36 Br 5.331 1.820 3.579  -0.026
37 C 3.890 1.233 2.454  -0.092
38 C 3.527 2.004 1.369  -0.290
39 C 2.462 1.592 0.587  -0.213
40 C 1.748 0.410 0.836  -0.153
41 C 2.186 -0.345 1.934  -0.234
42 C 3.238 0.052 2.743  -0.243
43 H 4.061 2.917 1.140  0.207
44 H 2.200 2.220 -0.259  0.180
45 H 1.697 -1.275 2.188  0.237
46 H 3.530 -0.549 3.592  0.217
47 C 1.466 -0.101 -1.791  -0.611
48 H 2.501 -0.438 -1.796  0.160
49 H 1.272 0.714 -2.500  0.130

Properties
**Energy above the lowest of the compared OMol25 structures with the same formula, charge and spin**: 249.7 kJ/mol
**Total charge**: -1
**HOMO-LUMO gap (spin up / spin down)**: 2.3 / 5.5 eV
**Multiplicity**: 5
**Lowest unoccupied orbital energy (spin up / spin down)**: 1.89 / 1.88 eV

***

Sequential M output: 380.2, 106.2, 580.3 g mol⁻¹